No. 1
# C33H35F6N3O7P5STeV

A molecular structure, C33H35F6N3O7P5STeV (wB97M-V/def2-TZVPD, the Open Molecules 2025 dataset).

Atoms and positions in Å:
V  -0.137  -0.230  0.030
C  3.489  1.771  2.951
C  2.874  0.614  2.164
O  3.545  -0.623  2.360
P  1.156  0.271  2.702
O  0.501  1.667  2.389
O  1.106  0.213  4.277
O  0.549  -0.927  2.024
P  2.864  0.947  0.320
O  2.876  2.506  0.095
O  3.978  0.244  -0.324
O  1.392  0.577  -0.170
H  3.524  1.508  4.007
H  2.906  2.683  2.832
H  4.508  1.956  2.605
H  4.376  -0.586  1.865
H  -0.302  1.859  2.894
H  0.935  -0.669  4.634
H  3.766  2.848  -0.057
Te  -0.628  3.081  -3.999
C  -2.399  4.211  -4.056
C  -3.485  3.755  -4.791
C  -4.669  4.481  -4.740
N  -4.823  5.596  -4.023
C  -3.762  6.033  -3.341
C  -2.534  5.385  -3.329
C  -1.103  2.040  -2.246
P  -0.836  0.315  -2.218
C  -2.319  -0.550  -2.807
C  -2.412  -1.941  -2.768
C  -3.563  -2.574  -3.213
C  -4.631  -1.821  -3.684
C  -4.548  -0.435  -3.709
C  -3.393  0.201  -3.271
C  0.421  -0.027  -3.512
C  1.691  0.534  -3.372
C  2.642  0.402  -4.375
C  2.326  -0.290  -5.539
C  1.062  -0.847  -5.687
C  0.115  -0.720  -4.680
P  -0.963  2.562  -0.641
C  -0.274  4.250  -0.586
C  1.000  4.476  -1.110
C  1.596  5.720  -1.016
C  0.931  6.760  -0.375
C  -0.332  6.549  0.157
C  -0.933  5.299  0.060
C  -2.600  2.869  0.096
C  -3.673  3.146  -0.746
C  -4.943  3.338  -0.216
C  -5.146  3.269  1.155
C  -4.070  3.043  2.004
C  -2.807  2.838  1.473
H  -3.423  2.853  -5.386
H  -5.538  4.146  -5.296
H  -3.902  6.945  -2.771
H  -1.709  5.789  -2.754
H  -1.590  -2.533  -2.389
H  -3.628  -3.654  -3.190
H  -5.534  -2.316  -4.019
H  -5.386  0.154  -4.060
H  -3.330  1.284  -3.271
H  1.944  1.087  -2.476
H  3.623  0.845  -4.251
H  3.059  -0.388  -6.329
H  0.805  -1.371  -6.600
H  -0.865  -1.157  -4.810
H  1.526  3.664  -1.587
H  2.581  5.883  -1.435
H  1.401  7.732  -0.286
H  -0.855  7.356  0.653
H  -1.919  5.151  0.477
H  -3.516  3.215  -1.816
H  -5.774  3.538  -0.882
H  -6.140  3.393  1.564
H  -4.219  3.014  3.076
H  -1.975  2.664  2.140
F  -1.592  -1.396  0.334
P  -3.089  -0.665  1.168
F  -1.948  0.357  1.848
F  -4.312  0.027  1.848
F  -3.092  0.334  -0.055
F  -2.811  -1.693  2.311
F  -3.924  -1.698  0.333
N  3.091  -2.671  0.174
C  2.434  -2.361  -0.934
N  3.125  -2.001  -2.008
S  0.719  -2.537  -1.004
H  4.089  -2.556  0.249
H  2.562  -2.912  0.996
H  4.076  -1.675  -1.914
H  2.601  -1.642  -2.793

E = -5885.87683 Ha
Relative energy (zero: lowest compared OMol25 entry of this formula, charge and spin) = 0.417 eV
2S+1 = 2
Total charge = +1
Gap between HOMO and LUMO (spin up / spin down) = 0.183 / 0.189 Eh
HOMO (spin up / spin down) = -9.631 / -9.617 eV
Lowest unoccupied orbital energy (spin up / spin down) = -4.6 / -4.5 eV

=====

No. 2
# C5H10N2S

A single C5H10N2S molecule (wB97M-V/def2-TZVPD, the Open Molecules 2025 dataset).

Atoms and positions in Å:
C  -0.323  -0.143  -0.101
C  -1.634  -0.332  -0.275
C  0.331  1.193  -0.455
C  0.436  1.951  0.875
C  0.265  -2.370  0.041
N  1.683  0.906  -0.812
N  0.749  -1.075  0.301
S  2.280  -0.247  0.268
H  -2.241  -1.262  -0.021
H  -2.365  0.391  -0.592
H  -0.123  1.865  -1.092
H  0.609  3.085  0.836
H  1.251  1.604  1.343
H  -0.488  1.813  1.515
H  -0.405  -2.718  0.774
H  -0.193  -2.624  -0.989
H  1.187  -2.998  0.219
H  2.016  0.985  -1.760

E = -704.09625 Ha
Relative energy (zero: lowest compared OMol25 entry of this formula, charge and spin) = 3.471 eV
2S+1 = 1
Gap between HOMO and LUMO = 0.321 Eh
HOMO = -7.880 eV
Lowest unoccupied orbital energy = 0.9 eV

=====

No. 3
# C29H47IN5O3P2S2SeTc

A molecular structure, C29H47IN5O3P2S2SeTc (wB97M-V/def2-TZVPD, the Open Molecules 2025 dataset).

Atoms and positions in Å:
Tc  -0.363  -0.677  0.446
C  4.644  1.313  3.805
C  4.122  -0.042  3.408
O  2.670  0.039  3.386
P  1.828  -1.024  2.586
S  -0.111  -0.721  2.955
S  2.083  -0.981  0.602
O  2.364  -2.376  3.213
C  1.948  -3.674  2.712
C  0.905  -4.282  3.616
H  5.731  1.279  3.883
H  4.240  1.612  4.771
H  4.377  2.066  3.064
H  4.397  -0.818  4.122
H  4.474  -0.336  2.416
H  2.859  -4.270  2.680
H  1.591  -3.554  1.688
H  1.290  -4.402  4.627
H  0.628  -5.266  3.234
H  0.009  -3.664  3.649
C  -0.411  -2.465  -7.511
C  -0.348  -1.888  -6.126
C  -0.334  -2.706  -5.005
C  -0.287  -2.194  -3.715
C  -0.291  -3.159  -2.575
C  -0.240  -0.805  -3.534
Se  -0.133  0.108  -1.859
C  -0.244  0.049  -4.657
C  -0.212  1.556  -4.604
C  -0.304  -0.517  -5.924
H  -0.330  -3.550  -7.493
H  0.395  -2.075  -8.134
H  -1.353  -2.206  -7.996
H  -0.360  -3.782  -5.131
H  -0.238  -4.181  -2.947
H  -1.204  -3.064  -1.986
H  0.550  -2.984  -1.903
H  0.133  1.958  -3.655
H  -1.210  1.959  -4.793
H  0.443  1.935  -5.389
H  -0.305  0.145  -6.783
C  -0.930  4.869  2.312
N  -0.339  3.550  2.160
C  0.146  2.966  3.405
P  0.249  2.968  0.737
O  0.085  1.483  0.687
N  1.842  3.340  0.632
C  2.434  4.534  1.210
C  2.674  2.678  -0.367
N  -0.557  3.718  -0.477
C  -0.035  4.830  -1.248
C  -1.976  3.463  -0.665
H  -1.838  4.805  2.915
H  -1.191  5.289  1.343
H  -0.244  5.558  2.815
H  -0.670  2.903  4.130
H  0.937  3.578  3.852
H  0.536  1.963  3.231
H  1.755  5.004  1.917
H  2.686  5.268  0.437
H  3.353  4.273  1.740
H  2.200  1.755  -0.699
H  3.641  2.423  0.073
H  2.849  3.330  -1.229
H  1.043  4.906  -1.135
H  -0.488  5.780  -0.944
H  -0.252  4.675  -2.308
H  -2.303  2.661  -0.008
H  -2.177  3.159  -1.695
H  -2.565  4.359  -0.442
I  -6.325  1.095  -0.483
C  -4.485  0.771  0.362
C  -4.011  1.263  1.561
N  -2.759  0.803  1.702
N  -2.391  0.047  0.661
C  -3.429  0.015  -0.163
H  -4.469  1.892  2.304
H  -2.079  0.998  2.425
H  -3.370  -0.535  -1.088
C  -0.822  -2.312  0.431
C  -1.289  -3.652  0.661
C  -2.500  -3.821  1.335
C  -2.963  -5.098  1.606
C  -2.222  -6.201  1.204
C  -1.015  -6.035  0.535
C  -0.542  -4.763  0.262
H  -3.062  -2.950  1.648
H  -3.901  -5.234  2.127
H  -2.587  -7.197  1.413
H  -0.442  -6.899  0.227
H  0.398  -4.627  -0.254

E = -5891.74633 Ha
Relative energy (zero: lowest compared OMol25 entry of this formula, charge and spin) = 0.000 eV
2S+1 = 2
Total charge = +1
Gap between HOMO and LUMO (spin up / spin down) = 0.274 / 0.231 Eh
HOMO (spin up / spin down) = -9.914 / -10.232 eV
Lowest unoccupied orbital energy (spin up / spin down) = -2.5 / -3.9 eV

=====

No. 4
# C19H37MgN2P

A molecular structure, C19H37MgN2P (wB97M-V/def2-TZVPD, the Open Molecules 2025 dataset).

Atoms and positions in Å:
C  -0.610  0.972  -4.438
C  0.789  1.037  -4.128
C  0.971  1.994  -3.086
C  -0.311  2.508  -2.734
C  -1.290  1.879  -3.562
Mg  -0.367  -0.003  -2.443
N  -1.635  -1.518  -2.490
C  -0.546  -2.330  -3.094
C  0.815  -1.733  -3.087
H  1.931  2.344  -2.704
H  1.586  0.504  -4.647
H  -0.500  3.314  -2.027
H  -2.352  2.122  -3.596
H  -1.058  0.412  -5.260
H  1.245  -1.608  -4.081
H  -0.485  -3.298  -2.531
H  -2.519  -1.855  -2.861
H  1.489  -2.185  -2.362
H  -0.766  -2.656  -4.145
C  -2.441  -1.209  0.614
C  -1.069  -1.360  1.294
C  -1.242  -1.548  2.807
C  -0.439  -2.614  0.681
P  0.000  0.146  0.929
N  -0.152  0.507  -0.588
C  -0.541  1.622  1.964
C  0.010  1.540  3.396
C  -0.052  2.911  1.282
C  -2.074  1.703  2.016
C  1.843  -0.207  1.170
C  2.365  -1.062  0.003
C  2.621  1.117  1.118
C  2.105  -0.931  2.494
H  -3.030  -2.110  0.841
H  -2.303  -1.157  -0.481
H  -3.001  -0.336  0.956
H  -1.802  -2.482  2.963
H  -0.280  -1.649  3.325
H  -1.822  -0.740  3.267
H  -0.360  -2.493  -0.410
H  0.531  -2.873  1.117
H  -1.123  -3.456  0.866
H  1.100  1.644  3.435
H  -0.418  2.379  3.966
H  -0.287  0.616  3.908
H  -0.254  2.857  0.206
H  -0.607  3.759  1.707
H  1.015  3.098  1.437
H  -2.495  1.724  1.004
H  -2.532  0.899  2.601
H  -2.340  2.651  2.508
H  2.109  -0.597  -0.958
H  3.461  -1.117  0.081
H  1.977  -2.084  0.008
H  2.508  1.722  2.024
H  3.689  0.875  1.018
H  2.329  1.701  0.235
H  1.745  -0.368  3.362
H  1.674  -1.940  2.510
H  3.196  -1.038  2.600

E = -1396.98655 Ha
2S+1 = 1
Total charge = -2
Gap between HOMO and LUMO = 0.131 Eh
HOMO = 1.274 eV
Lowest unoccupied orbital energy = 4.8 eV

=====

No. 5
# C34H41BrN7O4Re

A molecular structure, C34H41BrN7O4Re (wB97M-V/def2-TZVPD, the Open Molecules 2025 dataset).

Atoms and positions in Å:
Re  0.091  -0.365  0.120
C  1.172  0.764  4.376
N  0.161  0.186  3.488
C  0.031  -1.261  3.683
C  1.346  -2.005  3.488
C  2.166  -1.546  2.290
N  1.479  -1.729  0.997
C  1.733  -2.856  0.418
C  1.314  -3.264  -0.887
C  1.453  -4.610  -1.269
C  1.103  -5.012  -2.535
C  0.647  -4.065  -3.458
C  0.541  -2.733  -3.121
C  0.867  -2.328  -1.829
O  0.820  -1.026  -1.518
C  -1.122  0.852  3.755
C  -1.264  2.131  2.945
C  -1.554  1.896  1.445
N  -1.600  0.472  1.068
C  -2.792  -0.050  1.109
C  -3.203  -1.356  0.763
C  -4.573  -1.688  0.807
C  -4.992  -2.940  0.451
C  -4.039  -3.891  0.047
C  -2.697  -3.596  0.005
C  -2.259  -2.311  0.355
O  -0.979  -2.036  0.349
H  1.219  1.843  4.233
H  2.163  0.362  4.179
H  0.934  0.571  5.431
H  -0.706  -1.621  2.960
H  -0.355  -1.495  4.687
H  1.136  -3.073  3.405
H  1.979  -1.883  4.369
H  3.111  -2.092  2.270
H  2.404  -0.492  2.387
H  2.373  -3.561  0.950
H  1.824  -5.328  -0.548
H  1.190  -6.051  -2.821
H  0.377  -4.381  -4.457
H  0.186  -1.990  -3.822
H  -1.216  1.077  4.825
H  -1.926  0.155  3.522
H  -0.353  2.718  3.062
H  -2.065  2.738  3.369
H  -0.827  2.378  0.798
H  -2.515  2.343  1.187
H  -3.592  0.612  1.444
H  -5.288  -0.935  1.120
H  -6.041  -3.199  0.474
H  -4.371  -4.880  -0.242
H  -1.963  -4.324  -0.314
C  3.021  0.592  -0.444
N  4.100  1.537  -0.580
C  4.253  2.271  0.674
N  3.029  2.997  1.017
C  1.942  2.057  1.152
N  1.702  1.253  -0.099
C  1.450  2.263  -1.200
N  2.536  3.206  -1.337
C  3.770  2.486  -1.646
C  2.717  3.923  -0.077
H  3.264  -0.117  0.346
H  2.874  0.052  -1.377
H  5.074  2.982  0.578
H  4.491  1.569  1.476
H  1.029  2.605  1.371
H  2.139  1.373  1.971
H  0.530  2.789  -0.961
H  1.303  1.712  -2.126
H  4.587  3.199  -1.756
H  3.647  1.943  -2.584
H  1.802  4.467  0.165
H  3.532  4.638  -0.182
Br  -4.386  0.915  -6.652
C  -3.352  1.621  -5.235
C  -3.070  2.979  -5.208
C  -2.311  3.492  -4.166
C  -1.836  2.654  -3.168
C  -2.125  1.295  -3.207
C  -2.891  0.775  -4.244
C  -1.640  0.344  -2.152
O  -1.992  -0.820  -2.135
O  -0.820  0.879  -1.276
H  -3.442  3.624  -5.992
H  -2.091  4.550  -4.139
H  -1.244  3.053  -2.357
H  -3.118  -0.282  -4.256

E = -4656.59283 Ha
Relative energy (zero: lowest compared OMol25 entry of this formula, charge and spin) = 0.000 eV
2S+1 = 2
Total charge = +1
Gap between HOMO and LUMO (spin up / spin down) = 0.241 / 0.262 Eh
HOMO (spin up / spin down) = -10.567 / -10.827 eV
Lowest unoccupied orbital energy (spin up / spin down) = -4.0 / -3.7 eV

=====

No. 6
# C3H4N4O

A single C3H4N4O molecule (wB97M-V/def2-TZVPD, the Open Molecules 2025 dataset).

Atoms and positions in Å:
C  1.335  0.437  0.168
C  0.096  -1.500  -0.825
C  -1.604  0.401  0.110
H  0.755  2.076  1.264
H  2.480  0.746  0.323
H  0.802  -2.217  -1.430
H  -2.472  0.668  -0.471
N  0.447  1.352  0.590
N  1.145  -0.793  -0.319
N  -1.078  -1.984  -0.345
N  -0.893  1.494  0.324
O  -1.013  -0.681  0.610

E = -410.74638 Ha
Relative energy (zero: lowest compared OMol25 entry of this formula, charge and spin) = 6.991 eV
2S+1 = 1
Gap between HOMO and LUMO = 0.317 Eh
HOMO = -8.661 eV
Lowest unoccupied orbital energy = 0.0 eV

=====

The records above yield max |F| values of 2.8 4.9 0.5 5.9 0.3 6.4 eV Å⁻¹, respectively.